(1)
This record from the Open Molecules 2025 dataset describes 20 unconnected molecules or ions with the total composition C64H103F2N11O13S7 in a non-equilibrium geometry. The level of theory is ωB97M-V/def2-TZVPD.

XYZ file:
```
200
Properties=species:S:1:pos:R:3:lowdin_charge:R:1
S 3.51 -1.54 6.19 0.839
S 0.21 -0.68 -5.61 0.788
S -4.03 -2.97 -6.14 0.819
S 3.85 5.42 -2.17 0.833
S 3.45 -2.68 1.35 0.813
S 5.66 -2.32 -3.60 0.813
S -5.99 -0.20 0.87 0.831
F 5.06 0.66 2.42 0.011
F -2.22 1.86 -6.89 0.063
O 8.53 1.76 0.40 0.169
O 3.74 4.53 -3.35 -0.550
O 2.16 -1.52 5.54 -0.567
O -2.41 2.00 -3.98 0.021
O 6.62 2.95 0.74 0.053
O 6.24 -3.24 -4.66 -0.564
O -7.08 -0.29 -0.16 -0.556
O -4.68 2.02 -3.66 0.151
O 1.51 -0.01 -5.93 -0.563
O -3.73 2.88 -5.57 0.137
O 7.16 1.41 2.22 0.137
O 2.93 -3.07 0.03 -0.552
O -2.82 -3.82 -6.33 -0.566
N 1.02 0.95 4.32 0.023
N 1.75 7.81 0.93 0.020
N -7.00 -2.59 -1.88 0.013
N -4.32 5.86 2.78 0.018
N 1.11 -4.23 -1.98 0.032
N 0.26 0.59 0.69 0.036
N 2.01 -6.75 2.16 0.003
N -1.77 5.89 -1.67 0.003
N 3.95 1.77 -2.14 0.029
N -1.11 -4.16 1.87 0.022
N -3.97 -1.72 5.82 0.017
C -6.16 -4.66 -1.87 -0.110
C -4.20 4.66 2.12 -0.121
C 0.12 -0.89 -3.80 -0.246
C -2.95 -4.30 0.63 -0.099
C 7.51 1.98 1.02 -0.491
C -3.77 -2.03 -4.63 -0.243
C 1.31 -4.96 -3.11 -0.175
C 4.43 -4.08 1.97 -0.208
C -0.22 -3.90 -1.88 -0.144
C -2.26 4.83 -0.95 -0.139
C 3.81 -7.69 1.27 -0.111
C -2.55 6.14 -2.75 -0.165
C -2.41 2.90 -6.03 -0.305
C -4.70 0.88 0.23 -0.256
C 3.90 -2.18 -3.89 -0.262
C -2.95 -0.54 4.27 -0.107
C -3.39 4.45 4.18 -0.137
C 1.42 6.63 2.77 -0.121
C -1.90 -5.03 1.13 -0.125
C -3.74 2.28 -4.36 -0.493
C 5.47 2.76 1.48 -0.091
C -2.72 -2.94 0.96 -0.106
C -3.64 5.32 -2.71 -0.072
C -3.67 3.73 3.01 -0.109
C -3.39 4.39 -1.58 -0.091
C 3.04 4.61 -0.78 -0.271
C 5.54 5.30 -1.50 -0.235
C -0.51 1.65 0.24 -0.131
C 2.14 -2.73 2.59 -0.228
C -0.90 -4.53 -2.89 -0.086
C -7.83 -3.32 -2.67 -0.144
C -7.29 -4.60 -2.80 -0.123
C 3.10 -7.54 2.41 -0.166
C -3.07 -1.78 4.82 -0.137
C 0.12 -5.18 -3.75 -0.080
C 2.91 1.01 -1.62 -0.110
C -4.54 -0.47 5.85 -0.136
C -5.99 -3.39 -1.40 -0.155
C 2.55 8.35 1.90 -0.145
C 1.29 2.83 3.15 -0.099
C -1.54 2.69 -4.82 -0.082
C 3.42 -0.54 7.67 -0.250
C 1.96 -6.50 0.81 -0.144
C -6.43 0.80 2.33 -0.232
C 4.90 0.23 -0.81 -0.128
C 1.07 6.73 1.47 -0.154
C 3.47 0.10 -0.74 -0.118
C -3.95 0.26 4.90 -0.144
C 5.15 1.25 -1.69 -0.124
C -1.19 -0.28 -0.80 -0.092
C -1.39 1.16 -0.69 -0.102
C 2.30 7.70 3.06 -0.105
C 0.00 2.84 3.80 -0.094
C 4.60 -0.51 5.17 -0.252
C -1.55 -2.87 1.68 -0.160
C 5.52 -3.27 -2.08 -0.271
C -5.37 -4.03 -5.56 -0.266
C 1.85 1.61 3.49 -0.176
C -0.10 1.69 4.53 -0.127
C 3.09 -7.02 0.20 -0.072
C -3.82 5.73 4.03 -0.142
C -0.10 -0.53 0.01 -0.171
C 5.87 1.77 2.54 -0.311
C 0.21 -2.42 -6.12 -0.233
H 3.44 -6.96 -0.82 0.094
H -1.09 -2.01 2.16 0.099
H -1.84 -0.95 -1.34 0.096
H -2.93 4.06 5.07 0.090
H 3.34 3.57 -0.64 0.027
H 0.90 -3.00 -5.51 0.039
H -4.75 -1.86 -4.20 0.044
H -0.82 -2.78 -6.03 0.024
H 4.73 -8.23 1.07 0.099
H -3.24 -1.14 -4.94 0.033
H -4.81 6.64 2.40 0.142
H -0.76 3.60 3.76 0.069
H -8.77 -2.88 -2.98 0.112
H 4.69 2.30 0.86 0.121
H -2.30 6.94 -3.43 0.110
H -0.91 6.38 -1.45 0.135
H 0.36 6.11 0.94 0.096
H -0.62 -3.34 -1.06 0.084
H 4.63 -1.04 4.22 0.035
H 6.10 1.68 -1.99 0.121
H 1.89 1.12 -1.98 0.110
H -6.57 1.85 2.09 0.052
H 3.27 -7.88 3.41 0.102
H 3.10 5.29 0.06 0.035
H -1.21 3.63 -4.37 0.137
H -2.34 -0.24 3.45 0.078
H -1.80 4.54 -0.02 0.098
H 5.40 -3.95 1.48 0.062
H -1.94 -4.65 -3.10 0.076
H 6.05 5.58 -2.42 0.044
H -4.49 5.36 -3.37 0.099
H 5.59 6.13 -0.78 0.054
H 1.39 -2.02 2.28 0.031
H 4.98 -4.20 -2.33 0.059
H 3.86 -4.99 1.82 0.015
H -7.32 -1.72 -1.44 0.092
H 5.64 -0.50 5.54 0.076
H -0.36 2.61 0.71 0.086
H 4.09 0.45 5.15 0.038
H -5.22 -4.50 -4.57 0.049
H 3.75 -1.55 -4.76 0.048
H 3.58 -3.19 -4.16 0.048
H -2.34 3.84 -6.58 0.168
H 1.08 5.93 3.51 0.093
H 1.76 3.59 2.53 0.079
H 5.88 4.38 -1.01 0.039
H 2.40 -0.69 8.03 0.057
H 1.18 -5.94 0.36 0.086
H 2.86 1.22 3.33 0.089
H -0.21 0.08 -3.44 0.024
H 1.13 0.76 1.20 0.114
H -1.62 -6.08 1.04 0.113
H 3.22 9.17 1.73 0.107
H -4.50 0.42 -0.72 0.040
H -7.79 -5.36 -3.39 0.092
H 1.33 0.25 4.98 0.097
H -5.35 -3.01 -0.62 0.083
H 2.75 7.81 4.03 0.094
H 1.30 -6.53 2.84 0.136
H -5.55 -4.75 -6.37 0.055
H -5.05 1.91 0.06 0.060
H 4.60 -3.96 3.04 0.053
H -0.59 -1.70 -3.60 0.030
H -0.01 -5.70 -4.69 0.097
H 6.50 -3.56 -1.72 0.049
H -2.57 -2.71 4.57 0.107
H 3.38 -1.79 -3.02 0.035
H -3.18 -2.63 -3.93 0.046
H -7.29 0.27 2.73 0.054
H -3.86 6.56 4.72 0.110
H -5.48 0.72 2.88 0.016
H 3.83 2.48 -2.86 0.115
H -0.82 1.29 5.23 0.107
H 2.59 -2.39 3.53 0.017
H -6.16 -3.30 -5.41 0.038
H 1.08 -1.25 -3.40 0.044
H -2.19 1.66 -1.21 0.069
H 5.59 -0.37 -0.25 0.099
H 1.70 8.16 0.00 0.135
H 1.86 -3.83 -1.44 0.084
H 5.15 3.70 1.93 0.147
H 5.89 2.06 3.61 0.175
H 4.96 -2.66 -1.39 0.006
H 0.42 -1.45 0.20 0.084
H 4.22 -0.88 8.31 0.048
H 2.92 -0.65 -0.20 0.032
H 2.30 -5.24 -3.41 0.102
H 1.74 -3.74 2.67 0.039
H -4.01 3.60 -1.24 0.064
H -3.77 -4.62 0.00 0.080
H -3.91 0.89 0.98 0.038
H -4.40 4.51 1.06 0.091
H -5.30 -0.19 6.55 0.106
H -4.17 1.30 4.71 0.085
H 3.47 0.54 7.44 0.063
H -3.38 -2.12 0.72 0.076
H 2.02 4.55 -1.14 0.043
H -4.29 -2.48 6.40 0.147
H 0.56 -2.34 -7.15 0.052
H -5.55 -5.52 -1.61 0.087
H -0.69 2.04 -5.01 0.118
H -0.33 -4.40 2.41 0.095
H -3.42 2.75 2.67 0.075
```

=====

(2)
This record from the Open Molecules 2025 dataset describes 8 unconnected molecules or ions with the total composition C64H132F9N5O7S in a non-equilibrium geometry. The level of theory is ωB97M-V/def2-TZVPD.

XYZ file:
```
218
Properties=species:S:1:pos:R:3:lowdin_charge:R:1
S -1.95 1.00 -0.21 0.470
F -1.92 3.09 1.55 0.145
F -12.39 1.25 1.25 0.125
F -11.13 1.03 3.00 0.152
F 0.02 6.05 -6.97 0.142
F 1.13 7.90 -6.81 0.157
F -1.47 1.14 2.42 0.094
F -11.07 2.80 1.83 0.175
F -1.10 7.95 -6.72 0.094
F 0.04 2.11 1.15 0.101
O -10.15 -0.57 0.79 -0.293
O 1.48 6.87 -4.27 -0.234
O -1.92 2.02 -1.23 -0.341
O -0.45 5.72 -4.46 -0.170
O -8.96 1.43 0.94 -0.104
O -3.35 0.63 0.13 -0.320
O -1.03 -0.07 -0.57 -0.372
N -0.74 -5.89 -1.71 -0.187
N 1.51 5.85 -0.30 -0.165
N -0.11 -2.85 5.14 -0.146
N -0.62 -0.01 -4.77 -0.168
N 5.71 -0.28 2.92 -0.190
C 0.06 5.78 -0.88 -0.050
C -3.65 5.98 0.76 -0.067
C 0.24 6.98 -4.82 -0.455
C -0.12 -2.46 -5.24 -0.247
C 1.74 7.10 0.66 -0.063
C 2.88 -0.86 0.30 -0.229
C -1.26 1.94 1.35 -0.618
C -0.09 -1.89 2.88 -0.136
C -0.34 1.22 -3.84 -0.073
C 2.52 5.92 -1.46 -0.089
C -0.03 -8.95 -5.09 -0.086
C -2.51 5.62 -0.27 -0.220
C -0.17 -4.45 -1.65 -0.094
C -1.00 -3.98 5.72 -0.098
C 7.37 -1.65 4.19 -0.123
C 0.67 0.92 7.89 -0.118
C -0.15 0.49 -6.13 -0.111
C 2.74 0.64 -0.18 -0.067
C -2.35 4.44 -3.53 -0.065
C 3.83 5.31 -0.93 -0.127
C 0.71 -7.04 -3.62 -0.191
C -11.20 1.52 1.77 -0.674
C -0.13 2.00 -6.07 -0.134
C 0.20 -9.15 0.35 -0.079
C 0.94 -3.05 2.93 -0.149
C -7.95 1.17 -0.10 -0.275
C 6.57 0.58 2.01 -0.096
C 3.48 4.57 0.40 -0.168
C 0.06 7.24 -6.43 -0.575
C 4.16 -1.13 1.03 -0.175
C -2.67 -0.85 -3.44 -0.153
C -1.84 5.80 -4.10 -0.241
C 6.86 2.84 0.98 -0.077
C 0.97 -3.51 -5.29 -0.080
C -1.06 6.00 0.18 -0.160
C -2.13 -0.30 -4.79 -0.082
C -1.24 -5.66 7.64 -0.080
C -0.97 -2.20 4.06 -0.120
C 6.34 -1.65 3.08 -0.115
C -0.89 -3.69 -0.58 -0.148
C 6.01 1.95 1.76 -0.278
C 0.26 -1.27 -4.43 -0.112
C -0.31 -4.66 6.93 -0.220
C 1.54 8.44 -0.13 -0.204
C -4.65 -2.03 -2.21 -0.074
C 1.17 -3.43 4.35 -0.056
C -2.19 -4.46 -0.44 -0.119
C -0.02 -0.36 8.25 -0.245
C -3.98 -1.75 -3.62 -0.197
C -0.86 -8.31 -0.45 -0.175
C 2.42 9.47 0.56 -0.099
C -10.22 0.84 0.78 -0.514
C 4.26 -0.31 2.37 -0.078
C 6.87 -0.49 5.07 -0.134
C -0.58 -1.12 7.07 -0.176
C -0.70 -6.61 -3.12 -0.062
C 0.83 -7.68 -4.97 -0.258
C -2.24 -5.57 -1.52 -0.048
C 5.73 0.25 4.39 -0.071
C -6.70 1.92 0.10 -0.116
C 1.96 4.55 0.44 -0.102
C 0.46 2.29 -4.65 -0.100
C 0.42 -1.74 6.08 -0.105
C -0.24 -6.86 -0.63 -0.111
H -0.24 -9.23 -4.06 0.057
H -0.76 -0.05 -6.86 0.135
H -1.22 -0.46 6.49 0.122
H -0.28 7.83 -4.39 0.117
H 4.95 -0.93 0.30 0.114
H 0.15 6.48 -1.72 0.125
H 0.50 2.56 -6.76 0.133
H 2.49 1.29 0.66 0.053
H 6.63 -2.10 2.13 0.143
H 1.04 7.02 1.48 0.121
H 6.26 3.64 0.55 0.081
H 1.10 -9.31 -0.25 0.078
H 0.06 4.78 -1.30 0.120
H 2.13 5.27 -2.25 0.126
H 0.14 -0.84 3.08 0.107
H 5.84 1.33 4.34 0.123
H -1.96 -1.45 -2.88 0.078
H 0.04 -3.90 7.62 0.101
H 1.15 -4.52 4.41 0.124
H -2.74 -6.50 -1.27 0.139
H 3.45 9.11 0.49 0.067
H -1.73 -2.89 3.69 0.137
H 6.51 -0.93 6.00 0.124
H 6.64 0.05 1.06 0.136
H 0.61 -3.91 2.36 0.105
H 0.92 -4.41 -1.59 0.134
H 5.45 -2.16 3.45 0.129
H -1.46 -1.30 4.42 0.140
H -2.21 -4.96 0.53 0.114
H 1.61 8.48 -1.22 0.117
H -1.13 -2.65 -0.80 0.103
H 2.06 0.74 -1.03 0.071
H 7.72 0.18 5.20 0.125
H 0.10 0.94 -2.88 0.104
H 0.50 -7.09 -5.82 0.105
H 0.01 -1.47 -3.39 0.108
H 2.13 -3.11 4.76 0.124
H -2.54 4.58 -0.58 0.074
H 1.83 -8.01 -5.23 0.119
H -0.70 -6.24 8.39 0.085
H -3.67 7.02 1.06 0.067
H -5.82 1.59 -0.45 0.046
H -0.91 -8.70 -1.46 0.090
H -4.73 -1.27 -4.25 0.111
H -0.35 -6.32 0.30 0.117
H -2.52 -5.16 -2.49 0.129
H -0.79 5.56 1.14 0.095
H -3.71 -2.71 -4.07 0.079
H 5.07 1.79 1.22 0.074
H 1.29 -0.93 -4.52 0.136
H -6.39 1.78 1.13 0.075
H -1.16 -5.89 -3.79 0.124
H 3.63 -0.77 3.13 0.116
H -1.40 -7.44 -2.99 0.119
H -0.25 -10.10 0.64 0.084
H -3.27 4.54 -2.95 0.076
H 0.20 3.28 -4.27 0.096
H -2.95 -0.03 -2.78 0.099
H 7.68 3.19 1.62 0.096
H -5.50 -2.71 -2.21 0.081
H 4.81 0.21 4.97 0.131
H -3.94 -2.22 -1.41 0.041
H 0.49 8.73 -0.02 0.106
H -1.70 -6.36 6.94 0.079
H 7.40 -2.64 4.64 0.131
H 0.90 -0.99 5.45 0.127
H 3.81 3.53 0.43 0.072
H 0.83 -6.91 -0.81 0.121
H -2.33 6.01 -5.05 0.110
H -7.77 0.10 -0.03 0.102
H 4.30 -2.19 1.27 0.107
H -8.24 1.44 -1.11 0.111
H 1.58 4.54 1.46 0.125
H 2.79 6.92 -1.79 0.123
H -1.16 2.35 -6.18 0.116
H 5.57 2.45 2.62 0.123
H -2.42 -1.04 -5.54 0.122
H 1.18 1.39 8.74 0.082
H -2.56 3.79 -4.38 0.063
H 1.44 0.78 7.13 0.058
H 2.69 -1.53 -0.54 0.109
H 0.60 -5.20 6.66 0.107
H -0.99 -8.78 -5.58 0.084
H -4.65 5.73 0.40 0.079
H 0.13 1.81 7.55 0.084
H 1.88 -2.71 2.50 0.091
H 0.48 -8.67 1.29 0.073
H 1.54 2.16 -4.69 0.113
H 8.34 -1.35 3.77 0.120
H -1.98 -3.61 6.03 0.141
H -3.32 5.51 1.69 0.059
H -0.99 -2.92 -4.79 0.102
H -3.02 -3.77 -0.58 0.100
H 7.49 2.37 0.23 0.096
H -5.12 -1.08 -1.99 0.078
H 0.92 0.30 -6.19 0.130
H -1.06 7.02 0.55 0.098
H -0.34 -2.16 -6.27 0.120
H -10.59 1.06 -0.21 0.119
H 3.68 1.00 -0.60 0.071
H 1.83 -3.03 -5.76 0.091
H 0.65 -4.33 -5.94 0.081
H -6.83 2.98 -0.14 0.071
H -1.15 -4.66 4.88 0.134
H -1.54 4.00 -2.94 0.034
H 2.73 6.95 1.08 0.113
H 4.58 6.09 -0.79 0.113
H 1.42 -6.21 -3.58 0.102
H -2.12 -5.22 8.10 0.083
H 0.72 -0.93 8.80 0.116
H 3.84 0.70 2.40 0.120
H 1.25 -2.22 6.61 0.122
H -2.02 6.64 -3.42 0.099
H -1.27 1.70 -3.55 0.094
H -2.58 0.65 -5.06 0.141
H 0.52 -9.78 -5.53 0.085
H 2.00 -1.09 0.91 0.083
H 1.19 -3.99 -4.34 0.049
H 4.28 4.60 -1.61 0.112
H -0.78 -1.83 2.04 0.119
H -0.80 -0.10 8.96 0.126
H -0.40 -4.10 -2.66 0.106
H -2.73 6.13 -1.22 0.087
H 3.89 5.06 1.28 0.106
H -1.81 -8.32 0.09 0.115
H 2.45 10.41 0.02 0.087
H 1.53 3.65 -0.01 0.109
H -0.16 -3.77 0.22 0.092
H 7.53 0.64 2.52 0.149
H 2.37 9.59 1.65 0.083
H 1.14 -7.77 -2.94 0.110
H -1.24 -1.89 7.47 0.114
```

Properties
Charge: +2

=====

One value per record, in order, for HOMO energy: -7.81, -6.09 eV.
One value per record, in order, for lowest unoccupied orbital energy: -0.0092, -0.1978 Ha.
One value per record, in order, for energy: -192321.02790, -125559.19501 eV.